{
  "formula": "C4H11CuNO9S2",
  "method": "ωB97M-V with the def2-TZVPD basis set",
  "e_homo_ev": 2.6,
  "lumo_ev": 5.9,
  "charge": -3,
  "relative_energy_ev": 0.000,
  "orbital_gap_ev": 3.28,
  "multiplicity": 1,
  "elements": ["Cu", "S", "O", "O", "O", "O", "S", "O", "O", "O", "O", "C", "C", "C", "O", "C", "N", "H", "H", "H", "H", "H", "H", "H", "H", "H", "H", "H"],
  "xyz": [[10.662370, 9.399118, 19.758485], [8.929223, 10.202140, 17.738292], [9.066026, 11.249591, 16.713137], [10.071132, 9.217306, 17.651627], [9.019440, 10.777292, 19.118920], [7.625939, 9.491765, 17.589707], [13.436052, 11.238923, 19.785931], [14.236897, 11.895629, 20.863577], [14.315404, 10.327307, 19.006183], [12.365302, 10.405265, 20.481355], [12.795769, 12.248146, 18.936009], [9.311474, 6.308183, 19.460364], [9.255929, 7.102686, 20.751109], [8.553991, 6.299247, 21.841634], [8.246243, 7.154554, 22.925560], [7.164179, 6.703058, 23.692176], [10.637695, 7.518549, 21.124618], [10.068938, 6.759047, 18.811391], [8.382922, 6.270668, 18.889553], [9.628498, 5.251838, 19.512147], [8.724198, 8.019587, 20.480296], [9.161284, 5.421740, 22.100666], [7.641904, 5.955335, 21.331490], [6.984272, 5.624195, 23.599261], [6.237578, 7.217529, 23.419179], [7.383023, 6.848791, 24.754638], [11.296446, 6.785435, 20.879577], [10.639262, 7.561859, 22.139870]],
  "atomic_forces_ev_per_a": [[0.83, 0.97, -0.35], [-0.16, 0.10, -0.05], [-0.16, -0.21, 0.02], [-0.20, -0.38, 0.11], [-0.14, -0.17, 0.32], [0.07, -0.19, -0.06], [0.17, -0.19, 0.49], [0.02, -0.03, 0.08], [-0.04, 0.00, -0.03], [-0.14, -0.30, -0.05], [0.08, 0.11, -0.17], [0.57, -0.65, -0.95], [0.80, -0.46, -0.46], [-0.42, 0.86, -1.58], [0.03, -0.62, 0.34], [0.04, -0.30, 0.39], [-0.91, -0.38, 0.28], [-0.33, 0.36, -0.09], [-0.11, 0.46, 0.17], [0.03, 0.03, 0.75], [-0.32, -0.02, 0.45], [0.01, 0.07, 0.39], [-0.20, -0.15, 0.44], [0.09, -0.01, -0.25], [0.01, 0.08, 0.02], [-0.07, 0.34, -0.03], [0.06, 0.10, -0.16], [0.38, 0.55, -0.01]],
  "mulliken_charge": [0.541, 1.305, -0.738, -0.715, -0.720, -0.808, 1.024, -0.802, -0.782, -0.667, -0.709, -1.565, 0.977, -0.908, -0.276, -0.775, -0.588, 0.397, 0.378, 0.393, 0.188, 0.178, 0.433, 0.342, 0.261, 0.252, 0.189, 0.194]
}

---

{
  "formula": "C13H28NO8S2",
  "method": "ωB97M-V with the def2-TZVPD basis set",
  "e_homo_ev": -1.7,
  "lumo_ev": 2.2,
  "charge": -1,
  "orbital_gap_ev": 3.91,
  "multiplicity": 1,
  "elements": ["C", "C", "C", "C", "N", "C", "C", "C", "C", "C", "H", "H", "H", "H", "H", "H", "H", "H", "H", "H", "H", "H", "H", "H", "H", "H", "H", "H", "H", "H", "C", "C", "O", "S", "O", "O", "O", "H", "H", "H", "H", "C", "C", "O", "S", "O", "O", "O", "H", "H", "H", "H"],
  "xyz": [[0.325740, 2.258822, -3.899614], [-0.207651, 1.684142, -2.572712], [-0.023292, 0.176469, -2.539850], [-0.401617, -0.569458, -1.222077], [0.705510, -1.306144, -0.631706], [1.301789, -0.666804, 0.501882], [1.579045, 0.842268, 0.393129], [2.659572, -1.382096, 0.774180], [3.522163, -1.495268, -0.471466], [5.009009, -1.716459, -0.105561], [1.237119, 1.748782, -4.191113], [0.577218, 3.311777, -3.760191], [-0.431515, 2.186348, -4.675591], [0.332546, 2.180063, -1.768632], [-1.254333, 1.960102, -2.473301], [-0.618583, -0.230896, -3.363206], [1.004534, -0.102569, -2.752465], [-1.156961, -1.310709, -1.510590], [-0.907606, 0.112138, -0.523853], [0.706153, -0.848183, 1.430970], [0.669811, 1.428102, 0.495063], [2.092608, 1.103425, -0.526965], [2.215146, 1.149559, 1.229777], [3.198917, -0.910370, 1.596977], [2.391833, -2.398380, 1.069880], [3.471974, -0.597479, -1.081452], [3.180454, -2.301434, -1.105271], [5.305379, -0.935976, 0.590865], [5.130469, -2.695887, 0.349060], [5.619439, -1.629372, -1.002760], [-3.599725, 4.730616, -0.683966], [-4.365546, 4.013775, 0.408722], [-4.972770, 2.903965, -0.258845], [-4.002864, 2.384294, -1.436267], [-3.255523, 1.287087, -0.957150], [-4.763002, 2.316389, -2.632320], [-3.056163, 3.681604, -1.486420], [-4.262518, 5.339107, -1.303891], [-2.792456, 5.345748, -0.295572], [-5.134713, 4.634763, 0.859795], [-3.696119, 3.633108, 1.183226], [-1.028654, -4.211121, 2.879380], [0.056241, -3.246096, 2.457720], [0.257847, -2.423240, 3.626851], [0.021534, -3.288427, 4.941948], [1.263576, -3.754313, 5.451056], [-0.896840, -2.601116, 5.780456], [-0.723828, -4.527580, 4.249604], [-2.015973, -3.746890, 2.841926], [-1.027934, -5.121947, 2.287812], [-0.228455, -2.632139, 1.603229], [0.989015, -3.762102, 2.229302]],
  "atomic_forces_ev_per_a": [[-0.29, 0.37, 0.69], [0.58, 0.10, -0.61], [-0.60, -0.01, 0.33], [0.62, -0.81, 0.01], [-0.26, 0.23, 0.18], [0.52, -0.66, -0.58], [-0.02, 0.03, 0.75], [-0.96, -0.22, -0.53], [1.05, 0.14, 0.31], [-0.90, 0.23, -0.36], [0.10, -0.16, -0.20], [-0.05, 0.16, -0.21], [0.09, -0.11, -0.29], [0.02, -0.14, 0.29], [-0.11, -0.06, 0.12], [-0.08, -0.07, -0.15], [0.28, 0.10, 0.03], [-0.26, 0.04, 0.01], [-0.07, 0.25, 0.03], [0.03, 0.60, 0.28], [-0.20, 0.09, -0.28], [-0.02, -0.02, -0.27], [0.10, 0.09, 0.09], [0.07, 0.10, 0.10], [0.16, -0.14, 0.22], [-0.21, 0.23, -0.03], [-0.25, -0.13, -0.11], [0.26, -0.02, 0.18], [0.27, -0.10, 0.14], [0.25, -0.18, -0.01], [-0.21, 0.21, -0.07], [0.26, -0.07, 0.25], [-0.05, 0.23, -0.29], [-0.09, 0.23, 0.21], [0.04, -0.13, -0.12], [-0.05, -0.07, 0.01], [-0.05, -0.21, 0.16], [0.00, 0.00, 0.03], [0.12, -0.11, -0.07], [-0.13, -0.10, -0.07], [0.01, 0.04, -0.01], [-0.21, 0.24, -0.15], [0.10, -0.19, -0.39], [-0.32, -0.20, 0.42], [-0.02, 0.04, -0.65], [-0.02, -0.04, 0.23], [0.08, 0.07, 0.18], [0.21, 0.03, 0.07], [0.01, 0.00, 0.00], [0.06, -0.09, 0.13], [0.15, 0.18, 0.00], [0.00, 0.02, 0.01]],
  "mulliken_charge": [-1.510, 0.968, -0.829, -0.655, -0.680, 1.047, -1.820, -0.773, -0.212, -1.402, 0.364, 0.380, 0.350, 0.225, -0.527, 0.314, 0.291, 0.439, 0.202, -0.127, 0.320, 0.256, 0.536, 0.468, -0.083, 0.216, 0.342, 0.325, 0.317, 0.405, -0.313, -0.356, -0.328, 1.026, -0.393, -0.590, -0.297, 0.268, 0.315, 0.306, 0.289, -0.330, -0.074, -0.202, 1.025, -0.569, -0.567, -0.343, 0.312, 0.322, 0.231, 0.121]
}

---

{
  "formula": "C3H9N3O",
  "method": "ωB97M-V with the def2-TZVPD basis set",
  "e_homo_ev": -9.5,
  "lumo_ev": 0.8,
  "smiles": "NCCNC(N)=O",
  "relative_energy_ev": 0.221,
  "orbital_gap_ev": 10.32,
  "multiplicity": 1,
  "elements": ["N", "C", "C", "N", "C", "N", "O", "H", "H", "H", "H", "H", "H", "H", "H", "H"],
  "xyz": [[-0.211133, 1.529792, -1.691544], [-1.004612, 0.568560, -0.909038], [-0.229260, -0.754278, -0.722476], [-0.296311, -1.331158, 0.607834], [0.503701, -0.929815, 1.654183], [0.992831, 0.348530, 1.595497], [0.735882, -1.666806, 2.596687], [-0.563324, 2.464558, -1.490806], [0.769016, 1.476110, -1.430643], [-1.884790, 0.295497, -1.483538], [-1.284851, 0.975328, 0.054649], [-0.523708, -1.527916, -1.436801], [0.823949, -0.594253, -0.999615], [-0.575066, -2.291925, 0.713784], [0.952264, 0.915374, 0.760574], [1.795412, 0.522402, 2.181253]],
  "atomic_forces_ev_per_a": [[-0.32, 0.00, 0.20], [0.49, -0.66, -0.55], [0.65, -0.12, -0.08], [-0.07, 0.23, 0.02], [-0.04, -0.44, 0.02], [0.40, 0.52, -0.18], [-0.04, 0.12, 0.00], [0.35, -0.16, -0.24], [-0.11, 0.20, -0.02], [-0.39, 0.39, 0.11], [-0.23, -0.13, 0.32], [-0.36, 0.21, 0.14], [0.00, 0.19, 0.16], [0.00, 0.01, -0.10], [-0.12, -0.28, 0.12], [-0.22, -0.08, 0.07]],
  "mulliken_charge": [-0.627, -0.438, -0.821, -0.143, 0.393, -0.341, -0.651, 0.244, 0.227, 0.336, 0.370, 0.415, 0.374, 0.247, 0.179, 0.237]
}